Record 1
C5H7N3 | the ωB97M-V functional and the def2-TZVPD basis

```
! RIJCOSX wB97M-V def2-TZVPD def2/J DEFGRID3
* xyz 0 1
N -1.25666 -1.97967 0.02219
N 1.21698 1.99324 1.05071
N 1.13203 -1.43875 -0.35095
C 0.47874 1.45805 0.20754
C 0.98103 -1.40745 0.89549
C -0.55602 0.44895 0.01026
C -0.20908 -1.01523 0.15769
C 0.02068 1.24244 -1.17005
H 1.46827 -1.57816 1.82355
H -1.97358 -1.85514 0.72724
H 0.68187 0.70932 -1.83897
H -1.68340 -1.93864 -0.89622
H 1.86665 2.69072 0.68553
H -0.60089 1.98404 -1.64977
H -1.56663 0.68627 0.32575
*
```

* HOMO energy: -9.1178 eV
* energy relative to the best compared isomer or geometry (same formula, charge and spin): 100.9 kcal/mol
* SMILES: [H]/N=C1\C[C@H]1[C@]1(N)C=N1
* E: -9765.011 eV
* gap between HOMO and LUMO: 10.081 eV



Record 2
C8H15O3P | the ωB97M-V functional and the def2-TZVPD basis

```
! RIJCOSX wB97M-V def2-TZVPD def2/J DEFGRID3
* xyz 0 1
P -0.25699 -0.50776 -0.78596
O -0.00229 0.67818 0.35745
O 1.14079 -1.37071 -0.81994
O -0.50390 0.03378 -2.10574
C -2.57636 -1.39682 0.52687
C 2.73063 -0.88287 0.73175
C -1.38966 -1.78312 -0.03651
C -3.35977 1.00348 0.10229
C 0.24420 1.94877 -0.32063
C 1.74724 2.19898 -0.49556
C -3.30655 -0.11882 0.79204
C 2.02299 -2.09186 0.14360
H -4.09056 -0.17722 1.48138
H 3.33861 -1.20122 1.52843
H -0.38134 2.57452 0.32263
H -2.83360 1.14933 -0.83688
H -3.06322 -2.19439 0.89816
H -0.27775 1.97225 -1.27766
H -0.89936 -2.68176 -0.12520
H 3.40704 -0.33499 0.04704
H 1.77171 3.26577 -0.92308
H -3.98475 1.86660 0.27224
H 2.26862 1.46990 -1.30631
H 2.06050 -0.10127 1.13236
H 2.63184 -2.69203 -0.39702
H 1.33753 -2.63688 0.72230
H 2.22440 2.01019 0.37194
*
```

* HOMO energy: -9.5101 eV
* energy relative to the best compared isomer or geometry (same formula, charge and spin): 3.4 kcal/mol
* SMILES: C=C/C=C\P(=O)(OCC)OCC
* E: -23969.125 eV
* gap between HOMO and LUMO: 9.728 eV



Record 3
C4H14N2O | the ωB97M-V functional and the def2-TZVPD basis

```
! RIJCOSX wB97M-V def2-TZVPD def2/J DEFGRID3
* xyz 0 1
O 1.84543 -2.20940 -2.18343
N -1.08399 -1.41143 -1.21506
N 0.27966 1.25125 1.60351
C -0.05767 1.24120 0.21141
C -1.51536 0.73166 0.06029
C -1.56561 -0.78328 0.02992
C 1.65097 1.69845 1.93795
H -0.27831 -0.88512 -1.54009
H 2.24745 0.81673 2.19013
H 0.65686 0.70654 -0.44055
H -1.86224 -1.49449 -1.85096
H 1.59827 2.31607 2.83166
H -2.06368 1.09021 0.93167
H 1.32816 -3.01805 -2.15979
H 2.07778 2.19790 1.07638
H -1.99068 1.14058 -0.83244
H -2.53884 -1.22723 0.26744
H -0.05277 2.27603 -0.15258
H 1.67987 -1.72722 -1.36244
H 0.00914 0.44777 2.14053
H -0.99651 -1.21227 0.87185
*
```

* HOMO energy: -8.5793 eV
* energy relative to the best compared isomer or geometry (same formula, charge and spin): 36.8 kcal/mol
* SMILES: CNCCCN.O
* E: -9402.013 eV
* gap between HOMO and LUMO: 9.492 eV